C2BrClIO2 | the ωB97M-V functional and the def2-TZVPD basis

Positions of all 7 atoms, in Å:
C -0.26101 0.99024 0.57214
C 0.22604 -1.35218 -0.44270
O -1.08693 1.41770 -0.08200
O 0.56154 0.72636 1.29640
Cl -1.19319 -1.79955 -1.67749
Br 1.96269 -1.69555 -1.41144
I 0.14274 -2.87966 1.08123

Properties
- charge = -1
- E_HOMO (eV) = -3.7745
- energy relative to the best compared isomer or geometry (same formula, charge and spin) (kcal per mole) = 0.0
- calculated total energy (Ha) = -3558.64156
- LUMO energy (eV) = 3.09
- orbital gap (eV) = 6.9

Per-atom natural (NBO) charges, elementary charge units:
1 C 1.052
2 C -0.573
3 O -0.547
4 O -0.524
5 Cl -0.236
6 Br -0.138
7 I -0.034